(1)
{"formula": "C44H27F4MnN12O4", "method": "ωB97M-V/def2-TZVPD", "elements": ["Mn", "C", "C", "N", "C", "C", "N", "C", "O", "O", "C", "O", "O", "H", "H", "H", "H", "H", "C", "C", "C", "C", "C", "C", "C", "N", "C", "N", "C", "C", "C", "C", "C", "C", "C", "N", "C", "C", "C", "C", "C", "C", "C", "H", "H", "H", "H", "H", "H", "H", "H", "H", "H", "H", "H", "H", "H", "H", "H", "H", "H", "H", "H", "H", "H", "F", "C", "C", "F", "C", "C", "C", "F", "C", "C", "C", "N", "C", "N", "F", "C", "C", "N", "C", "N", "N", "C", "C", "C", "N", "C", "N"], "xyz": [[0.04, 0.08, 0.52], [-1.50, 2.59, -1.92], [-2.23, 1.77, -0.93], [-1.70, 0.98, -0.01], [-2.74, 0.41, 0.68], [-3.92, 0.87, 0.20], [-3.57, 1.73, -0.81], [-5.35, 0.66, 0.54], [-5.61, -0.20, 1.51], [-6.19, 1.27, -0.08], [-2.38, -0.52, 1.76], [-3.20, -1.08, 2.46], [-1.08, -0.64, 1.86], [-0.59, 2.08, -2.17], [-1.27, 3.57, -1.51], [-2.10, 2.72, -2.82], [-4.25, 2.22, -1.37], [-4.79, -0.59, 1.90], [6.03, -0.50, -1.37], [6.01, 1.00, -1.37], [7.18, 1.75, -1.34], [7.16, 3.13, -1.34], [5.96, 3.81, -1.40], [4.77, 3.09, -1.46], [4.81, 1.70, -1.42], [3.58, 0.97, -1.48], [2.53, 1.12, -0.66], [2.73, 1.89, 0.43], [1.79, 2.32, 1.38], [0.55, 1.74, 1.55], [-0.34, 2.18, 2.51], [0.03, 3.24, 3.33], [1.28, 3.83, 3.17], [2.17, 3.39, 2.21], [3.52, 4.03, 2.06], [1.37, 0.55, -0.91], [1.33, -0.27, -2.11], [1.32, -1.65, -1.98], [1.21, -2.46, -3.09], [1.15, -1.89, -4.35], [1.23, -0.51, -4.49], [1.33, 0.33, -3.38], [1.49, 1.81, -3.61], [7.04, -0.87, -1.16], [5.73, -0.90, -2.34], [5.37, -0.91, -0.61], [8.13, 1.23, -1.30], [8.09, 3.69, -1.30], [5.93, 4.89, -1.42], [3.82, 3.60, -1.55], [3.49, 0.23, -2.17], [3.66, 2.26, 0.53], [-1.30, 1.71, 2.66], [-0.66, 3.59, 4.08], [1.57, 4.65, 3.82], [3.63, 4.85, 2.76], [3.68, 4.43, 1.06], [4.33, 3.32, 2.27], [1.37, -2.10, -1.00], [1.17, -3.54, -2.97], [1.06, -2.51, -5.23], [1.21, -0.07, -5.47], [0.69, 2.18, -4.25], [2.44, 2.01, -4.12], [1.49, 2.38, -2.69], [-0.61, -2.33, -0.16], [-1.64, -3.15, 0.21], [-1.50, -3.73, 1.44], [-0.43, -3.40, 2.16], [-2.43, -4.66, 1.96], [-3.49, -4.94, 1.06], [-3.62, -4.34, -0.16], [-4.69, -4.67, -0.89], [-2.72, -3.37, -0.66], [-2.90, -2.71, -1.90], [-2.21, -1.52, -2.21], [-1.64, -0.55, -2.48], [-3.86, -3.09, -2.88], [-4.60, -3.32, -3.73], [-4.43, -5.81, 1.43], [-2.31, -5.23, 3.24], [-3.24, -6.17, 3.77], [-3.95, -6.94, 4.25], [-1.27, -4.89, 4.15], [-0.45, -4.65, 4.93], [1.43, -0.92, 1.29], [2.15, -1.79, 1.61], [2.99, -2.81, 1.92], [4.38, -2.52, 1.94], [5.51, -2.27, 1.96], [2.50, -4.14, 2.08], [2.10, -5.21, 2.16]], "mulliken_charge": [-0.299, -1.271, -0.017, 0.628, -1.370, 0.598, -0.075, 0.538, -0.539, -0.603, 1.655, -0.860, -0.634, 0.023, 0.380, 0.462, 0.309, 0.373, -1.370, 0.673, -0.748, -0.746, -0.816, 0.049, -0.335, 0.640, -0.541, 0.514, -0.291, 1.340, -0.434, -1.248, -0.848, 1.339, -1.506, 1.314, -1.032, 0.015, -0.692, -1.025, -0.917, 1.901, -2.196, 0.438, 0.348, 0.206, 0.417, 0.408, 0.446, 0.612, 0.344, 0.089, 0.485, 0.490, 0.407, 0.400, 0.329, 0.373, 0.298, 0.493, 0.412, 0.497, 0.587, 0.451, 0.215, 0.418, -0.358, 0.926, -0.360, 0.319, 0.055, -0.272, -0.370, 0.757, 0.196, 0.227, -0.490, -0.539, -0.616, -0.353, 0.820, -0.187, -0.574, -0.060, -0.645, 0.035, 1.150, 0.021, -0.206, -0.554, 0.087, -0.509], "spin_multiplicity": 5, "fmax_ha_per_bohr": 0.010, "s_squared": 6.3033, "e_lumo_ev": [-2.95, -2.45], "de_lowest_kj_mol": 90.0, "energy_ev": -114325.317, "gap_ev": [4.1, 5.2]}

=====

(2)
{"formula": "C44H30BrClHgIN3O3PS", "method": "ωB97M-V/def2-TZVPD", "elements": ["Hg", "Br", "C", "C", "C", "C", "C", "C", "N", "N", "C", "C", "C", "C", "O", "C", "N", "C", "C", "C", "C", "H", "H", "H", "H", "H", "H", "H", "H", "H", "I", "C", "C", "C", "C", "C", "C", "C", "C", "C", "P", "C", "C", "C", "C", "C", "C", "C", "C", "C", "C", "C", "C", "C", "H", "H", "H", "H", "H", "H", "H", "H", "H", "H", "H", "H", "H", "H", "H", "H", "O", "C", "O", "C", "C", "C", "C", "S", "C", "C", "H", "H", "H", "H", "H", "Cl"], "xyz": [[-0.58, 0.18, -1.12], [4.35, 6.33, -4.53], [5.41, 4.81, -4.53], [5.01, 3.63, -5.27], [5.64, 2.44, -4.92], [6.28, 2.38, -3.67], [6.92, 3.53, -3.17], [6.49, 4.77, -3.67], [6.08, 1.18, -2.96], [5.92, 1.41, -1.69], [5.03, 0.62, -1.03], [4.72, 1.04, 0.31], [3.46, 0.96, 0.89], [2.38, 0.39, 0.10], [1.15, 0.46, 0.50], [2.79, -0.27, -1.15], [1.83, -1.09, -1.64], [2.06, -1.81, -2.73], [3.36, -1.86, -3.26], [4.38, -1.10, -2.74], [4.07, -0.20, -1.70], [4.17, 3.63, -5.95], [5.55, 1.51, -5.43], [7.58, 3.50, -2.31], [6.97, 5.65, -3.31], [5.52, 1.44, 0.90], [3.32, 1.31, 1.92], [1.19, -2.36, -3.17], [3.51, -2.58, -4.09], [5.40, -1.14, -3.08], [-0.51, 0.88, 3.85], [-2.58, 0.54, 4.53], [-3.34, 1.67, 4.74], [-4.43, 1.58, 5.63], [-4.83, 0.40, 6.20], [-4.17, -0.79, 5.80], [-4.55, -2.08, 6.33], [-3.99, -3.19, 5.80], [-3.04, -3.16, 4.78], [-2.71, -1.94, 4.24], [-1.69, -1.88, 2.76], [-2.85, -2.60, 1.56], [-2.91, -4.00, 1.35], [-3.79, -4.49, 0.41], [-4.50, -3.66, -0.42], [-4.52, -2.28, -0.18], [-3.77, -1.77, 0.85], [-0.38, -3.13, 2.99], [0.28, -3.71, 1.85], [1.32, -4.59, 2.03], [1.77, -4.95, 3.31], [1.20, -4.33, 4.41], [0.08, -3.49, 4.25], [-3.13, -0.72, 4.85], [-3.05, 2.63, 4.31], [-5.00, 2.52, 5.90], [-5.66, 0.31, 6.92], [-5.22, -2.21, 7.24], [-4.23, -4.13, 6.28], [-2.58, -4.05, 4.42], [-2.24, -4.64, 1.91], [-3.88, -5.59, 0.34], [-5.11, -4.08, -1.24], [-5.20, -1.58, -0.70], [-3.93, -0.75, 1.22], [-0.07, -3.38, 0.84], [1.84, -5.03, 1.18], [2.50, -5.72, 3.46], [1.55, -4.49, 5.42], [-0.47, -3.13, 5.11], [-2.04, 5.51, -6.64], [-2.54, 4.30, -6.12], [-3.11, 3.52, -6.84], [-2.22, 4.03, -4.67], [-2.88, 2.86, -4.20], [-2.58, 2.40, -2.96], [-1.67, 3.08, -2.08], [-1.21, 2.50, -0.52], [-1.16, 4.29, -2.53], [-1.41, 4.78, -3.82], [-1.41, 5.97, -6.06], [-3.66, 2.38, -4.81], [-3.03, 1.50, -2.54], [-0.61, 4.95, -1.81], [-0.89, 5.66, -4.23], [-1.74, -1.50, -2.20]], "mulliken_charge": [1.505, -0.272, 0.128, -0.325, -0.582, -0.095, -0.358, -0.357, -0.411, -0.363, -0.390, -0.740, -0.509, 0.487, -0.676, -0.153, -0.280, -0.395, -0.598, -0.386, 0.905, 0.377, 0.452, 0.372, 0.421, 0.348, 0.295, 0.344, 0.265, 0.521, 0.083, -0.429, -0.701, -0.357, -0.741, 0.825, -0.750, -0.823, -0.140, 0.703, 0.118, 0.446, -0.147, -0.612, -0.402, -0.484, -0.540, 0.501, -0.656, -0.589, -0.467, -0.569, -0.427, 0.260, 0.413, 0.276, 0.335, 0.249, 0.360, 0.469, 0.332, 0.326, 0.344, 0.333, 0.358, 0.489, 0.396, 0.377, 0.381, 0.328, -0.498, 0.674, -0.566, 0.950, -0.571, -0.232, 0.165, -0.372, -0.895, -0.674, 0.300, 0.352, 0.295, 0.279, 0.090, -0.694], "spin_multiplicity": 2, "charge": -2, "fmax_ha_per_bohr": 0.046, "s_squared": 0.8503, "e_lumo_ev": [3.09, 3.09], "de_lowest_kj_mol": 10.0, "energy_ev": -171690.880, "gap_ev": [2.6, 3.9]}

=====

(3)
{"formula": "C44H30Cl6F3GeN5O8SSbSeTi", "method": "ωB97M-V/def2-TZVPD", "elements": ["Ti", "O", "C", "O", "C", "C", "Cl", "N", "N", "C", "C", "O", "O", "C", "C", "C", "C", "C", "C", "H", "H", "H", "H", "H", "H", "Cl", "Ge", "Cl", "Cl", "O", "S", "O", "O", "O", "Se", "N", "C", "C", "C", "C", "N", "C", "N", "H", "H", "H", "F", "C", "F", "F", "C", "C", "C", "C", "C", "C", "C", "C", "H", "H", "H", "H", "C", "C", "C", "C", "C", "C", "Sb", "C", "C", "C", "C", "C", "C", "C", "C", "C", "C", "C", "C", "H", "H", "H", "H", "H", "H", "H", "H", "H", "H", "H", "H", "H", "H", "H", "Cl", "C", "Cl", "H", "H"], "xyz": [[0.60, 0.23, 0.61], [-1.59, 2.35, -4.48], [-2.23, 3.18, -3.68], [-2.61, 4.26, -4.06], [-2.46, 2.73, -2.28], [-3.18, 3.41, -1.32], [-4.04, 4.88, -1.39], [-3.17, 2.67, -0.19], [-2.49, 1.54, -0.36], [-2.03, 1.56, -1.59], [-1.00, 0.54, -1.95], [-0.67, 0.35, -3.10], [-0.50, -0.07, -0.92], [-3.55, 3.02, 1.15], [-2.84, 4.21, 1.74], [-3.92, 4.23, 4.05], [-4.35, 2.96, 4.19], [-4.68, 2.05, 3.15], [-4.34, 2.12, 1.79], [-1.28, 1.51, -4.01], [-2.65, 4.91, 0.92], [-3.67, 4.79, 4.94], [-4.47, 2.58, 5.20], [-5.20, 1.15, 3.45], [-4.69, 1.29, 1.17], [3.00, -1.00, -3.40], [1.86, -2.37, -1.88], [0.19, -3.04, -3.29], [3.18, -4.23, -2.16], [3.07, -1.93, 1.89], [2.00, -1.12, 2.41], [1.78, -1.16, 3.83], [0.67, -1.41, 1.65], [2.14, 0.33, 1.90], [3.91, 0.52, -0.33], [4.58, 1.61, -1.52], [3.57, 2.27, -2.08], [3.68, 3.26, -3.09], [2.54, 3.84, -3.52], [1.28, 3.46, -2.95], [1.12, 2.56, -2.03], [2.26, 1.95, -1.60], [2.23, 1.02, -0.65], [4.66, 3.51, -3.49], [2.54, 4.60, -4.29], [0.38, 3.96, -3.31], [-0.98, 8.68, 2.96], [-1.99, 8.20, 3.72], [-1.63, 8.45, 5.01], [-3.05, 8.99, 3.47], [-2.24, 6.74, 3.49], [-3.41, 6.38, 2.94], [-3.79, 4.94, 2.73], [-1.51, 3.83, 2.39], [-0.88, 4.63, 3.39], [-1.16, 5.86, 3.88], [-0.81, 2.76, 1.91], [-0.21, 1.79, 1.38], [-4.11, 7.14, 2.63], [-4.78, 4.93, 2.25], [0.02, 4.16, 3.79], [-0.46, 6.27, 4.61], [-6.64, -3.72, 3.26], [-6.03, -4.56, 2.34], [-4.90, -4.13, 1.64], [-4.37, -2.87, 1.86], [-4.98, -2.04, 2.81], [-6.11, -2.46, 3.50], [-2.65, -2.05, 0.84], [-3.78, -1.40, -0.87], [-3.23, -1.51, -2.15], [-3.84, -0.90, -3.24], [-5.02, -0.18, -3.06], [-5.59, -0.09, -1.80], [-4.97, -0.70, -0.72], [-1.90, -3.83, -0.08], [-0.59, -4.20, 0.20], [-0.01, -5.29, -0.45], [-0.74, -6.01, -1.37], [-2.05, -5.65, -1.66], [-2.63, -4.56, -1.02], [-7.52, -4.05, 3.80], [-6.44, -5.54, 2.15], [-4.44, -4.80, 0.93], [-4.55, -1.07, 3.02], [-6.57, -1.80, 4.23], [-2.29, -2.04, -2.31], [-3.38, -0.97, -4.21], [-5.48, 0.31, -3.91], [-6.51, 0.47, -1.66], [-5.43, -0.62, 0.27], [0.00, -3.62, 0.89], [1.03, -5.53, -0.26], [-0.28, -6.84, -1.90], [-2.62, -6.20, -2.40], [-3.63, -4.26, -1.29], [-0.29, 2.14, 6.24], [-0.28, 1.00, 4.87], [-1.86, 0.24, 4.64], [0.45, 0.23, 5.06], [-0.05, 1.55, 3.97]], "mulliken_charge": [-2.205, -0.586, -0.008, -0.686, 0.701, 0.012, -0.193, 0.680, 0.422, -0.334, 0.514, -0.845, 1.363, -1.351, 0.986, -0.774, -0.360, -0.736, -0.450, 0.366, 0.795, 0.406, 0.352, 0.479, 0.321, -0.481, 0.812, -0.444, -0.534, -0.654, 1.717, -0.739, -0.247, -0.740, 0.445, -0.880, 0.319, -0.592, -0.860, -0.035, 0.200, 0.041, 0.495, 0.458, 0.403, 0.356, -0.290, 0.931, -0.298, -0.313, 0.557, -1.564, 0.374, 0.420, -0.511, -1.668, 0.357, 0.510, 0.418, 0.856, 0.496, 0.367, -0.469, -0.647, -0.193, -0.017, -0.226, -0.458, 1.079, -0.017, -0.147, -0.329, -0.690, -0.657, -0.573, 0.338, -0.917, -0.514, -0.464, -0.870, -0.064, 0.343, 0.373, 0.335, 0.192, 0.401, 0.019, 0.408, 0.360, 0.407, 0.618, 0.328, 0.470, 0.366, 0.356, 0.387, -0.239, 0.580, -0.086, 0.337, -0.669], "spin_multiplicity": 2, "charge": -2, "fmax_ha_per_bohr": 0.018, "s_squared": 0.7983, "e_lumo_ev": [2.45, 2.45], "de_lowest_kj_mol": 347.6, "energy_ev": -315589.563, "gap_ev": [5.1, 5.1]}

=====

(4)
{"formula": "C44H30N7O7ReS5", "method": "ωB97M-V/def2-TZVPD", "elements": ["Re", "O", "C", "O", "C", "C", "C", "C", "C", "C", "O", "N", "O", "O", "N", "O", "O", "H", "H", "S", "C", "C", "C", "C", "C", "N", "H", "H", "H", "H", "S", "C", "S", "C", "N", "N", "C", "C", "C", "C", "C", "C", "S", "H", "H", "H", "H", "H", "S", "C", "C", "C", "N", "C", "C", "C", "C", "C", "N", "C", "C", "H", "H", "H", "H", "H", "H", "H", "H", "C", "C", "C", "C", "C", "C", "C", "C", "C", "C", "C", "C", "C", "C", "H", "H", "H", "H", "H", "H", "H", "H", "H", "H", "H"], "xyz": [[-0.36, 1.16, 0.76], [-1.37, -2.22, 2.80], [-0.74, -1.52, 2.04], [-1.25, -0.44, 1.48], [0.69, -1.90, 1.70], [1.03, -3.23, 1.89], [2.32, -3.67, 1.65], [3.32, -2.79, 1.26], [2.99, -1.47, 1.11], [1.67, -0.98, 1.27], [1.43, 0.27, 1.00], [4.06, -0.55, 0.74], [4.08, 0.56, 1.24], [4.90, -0.96, -0.04], [2.65, -5.08, 1.83], [1.76, -5.83, 2.18], [3.80, -5.42, 1.64], [0.27, -3.92, 2.23], [4.32, -3.14, 1.08], [-1.99, 2.97, 0.66], [-0.51, 3.87, 0.43], [-0.33, 5.24, 0.26], [0.95, 5.70, 0.05], [2.04, 4.82, 0.00], [1.79, 3.48, 0.18], [0.55, 3.03, 0.39], [-1.18, 5.90, 0.28], [1.12, 6.76, -0.10], [3.04, 5.17, -0.17], [2.57, 2.72, 0.16], [-6.53, -4.31, -2.59], [-5.63, -2.90, -2.53], [-5.84, -1.69, -1.31], [-4.52, -0.72, -1.97], [-3.99, -1.29, -3.02], [-4.62, -2.49, -3.32], [-4.06, -3.19, -4.42], [-2.68, -3.17, -4.58], [-2.10, -3.82, -5.66], [-2.89, -4.50, -6.58], [-4.26, -4.51, -6.42], [-4.86, -3.86, -5.35], [-4.02, 0.73, -1.25], [-2.07, -2.63, -3.86], [-1.02, -3.80, -5.77], [-2.43, -5.01, -7.41], [-4.89, -5.03, -7.13], [-5.93, -3.87, -5.22], [0.29, 2.38, 7.47], [0.21, 2.13, 5.72], [1.31, 2.17, 4.87], [1.12, 1.91, 3.53], [-0.08, 1.63, 3.01], [-1.13, 1.57, 3.83], [-1.03, 1.81, 5.19], [1.84, 3.24, 7.66], [2.06, 4.47, 7.06], [3.27, 5.11, 7.30], [4.23, 4.61, 8.09], [3.99, 3.43, 8.66], [2.82, 2.70, 8.47], [2.31, 2.38, 5.24], [1.95, 1.90, 2.84], [-2.08, 1.30, 3.38], [-1.92, 1.76, 5.81], [1.32, 4.93, 6.43], [3.48, 6.07, 6.85], [4.78, 3.04, 9.29], [2.69, 1.74, 8.94], [-0.18, 0.59, -6.41], [0.68, 1.55, -5.88], [0.63, 1.85, -4.53], [-0.26, 1.18, -3.69], [-1.14, 0.24, -4.23], [-1.09, -0.05, -5.59], [-0.30, 1.51, -2.25], [-0.33, 0.63, -1.23], [-0.17, -0.84, -1.46], [-1.21, -1.74, -1.20], [-1.00, -3.11, -1.34], [0.24, -3.60, -1.72], [1.28, -2.71, -1.97], [1.07, -1.34, -1.85], [-0.15, 0.36, -7.47], [1.38, 2.06, -6.52], [1.29, 2.59, -4.11], [-1.88, -0.23, -3.60], [-1.79, -0.77, -5.99], [-0.31, 2.57, -2.02], [-2.17, -1.35, -0.90], [-1.82, -3.79, -1.15], [0.40, -4.66, -1.81], [2.25, -3.08, -2.27], [1.88, -0.65, -2.05]], "mulliken_charge": [1.359, -0.710, 0.150, -0.519, 0.386, -0.675, -0.820, -0.445, -0.410, 1.033, -0.565, 1.107, -0.598, -0.641, 1.053, -0.628, -0.661, 0.622, 0.653, -0.530, 0.576, -0.843, -0.143, -1.132, -0.166, 0.176, 0.482, 0.395, 0.454, 0.560, -0.417, 0.247, -0.186, 0.002, -0.446, 0.301, -0.145, 0.177, -0.834, -0.537, -0.575, -0.520, -0.296, 0.689, 0.433, 0.382, 0.355, 0.396, -0.283, 1.073, -0.876, -0.559, -0.062, -0.581, -1.033, 0.223, -0.082, -0.325, -0.601, -0.325, -0.207, 0.477, 0.444, 0.543, 0.443, 0.434, 0.370, 0.358, 0.399, -0.571, -0.606, -0.390, -0.628, 0.234, -0.847, 0.056, 0.471, 0.683, 0.240, -1.206, -0.881, -1.021, -0.396, 0.385, 0.369, 0.429, 0.830, 0.500, 0.444, 0.442, 0.536, 0.554, 0.441, 0.556], "spin_multiplicity": 4, "charge": -1, "fmax_ha_per_bohr": 0.004, "s_squared": 3.7824, "e_lumo_ev": [1.11, 0.71], "de_lowest_kj_mol": 1.9, "energy_ev": -127183.281, "gap_ev": [5.4, 5.0]}